C6H13FN2 | wB97M-V/def2-TZVPD

Last column: Mulliken charge in e.
Element x y z (Å)
1 H 0.653 -2.819 0.251  0.22
2 N 1.614 -2.668 0.566  -0.65
3 C 1.980 -1.478 0.187  0.05
4 N 0.944 -0.636 -0.450  -0.34
5 C 0.131 0.094 -1.144  -0.42
6 C -0.829 0.972 -0.145  1.94
7 C -0.891 2.386 -0.761  -1.50
8 C -0.314 0.927 1.294  -1.91
9 C -2.219 0.382 -0.201  -1.56
10 H 2.798 -0.938 0.355  0.42
11 H 0.205 0.345 -2.230  0.40
12 H -1.879 2.697 -0.653  0.35
13 H -0.442 2.604 -1.782  0.33
14 H -0.317 2.991 -0.108  0.40
15 H -1.047 1.404 1.853  0.54
16 H 0.695 1.354 1.310  0.41
17 H -0.037 -0.148 1.561  0.29
18 H -2.970 1.188 0.156  0.36
19 H -2.556 0.083 -1.232  0.33
20 H -2.482 -0.392 0.541  0.36
21 F 3.702 -4.574 0.167  -0.44
22 H 3.260 -3.773 0.466  0.42

## Properties
- Relative energy (zero: lowest compared OMol25 entry of this formula, charge and spin): 0.875 eV
- HOMO-LUMO gap: 9.342 eV
- Energy: -12127.5346 eV

=====

C35H34N6O3ReS2 | wB97M-V/def2-TZVPD

Last column: Mulliken charge in e.
Element x y z (Å)
1 Re -0.125 -0.040 -0.227  0.60
2 O 2.166 -0.323 -0.664  0.29
3 C 2.895 0.562 -1.238  0.24
4 C 3.991 0.181 -2.054  -0.69
5 C 4.734 1.116 -2.725  -0.71
6 C 4.437 2.483 -2.621  -0.80
7 C 3.434 2.901 -1.785  -0.76
8 C 2.673 1.974 -1.050  0.63
9 C 1.811 2.402 -0.016  -0.68
10 N 0.923 1.651 0.582  0.82
11 N 0.383 2.100 1.707  -0.98
12 C -0.381 1.223 2.336  0.73
13 O -0.541 0.046 1.860  -0.69
14 C -1.090 1.623 3.548  0.35
15 C -1.609 0.633 4.385  -0.25
16 C -2.388 0.989 5.466  -0.77
17 C -2.661 2.328 5.710  -0.39
18 C -2.129 3.315 4.893  -0.80
19 C -1.334 2.972 3.817  -0.41
20 H 4.204 -0.873 -2.143  0.47
21 H 5.552 0.800 -3.354  0.47
22 H 5.010 3.203 -3.184  0.45
23 H 3.204 3.952 -1.684  0.47
24 H 1.965 3.400 0.383  0.55
25 H -1.384 -0.401 4.172  0.50
26 H -2.786 0.227 6.116  0.43
27 H -3.283 2.602 6.547  0.43
28 H -2.342 4.352 5.097  0.42
29 H -0.912 3.724 3.169  0.48
30 C -2.776 3.430 -0.315  -1.00
31 C -4.023 2.890 -0.032  -0.68
32 C -4.153 1.515 0.019  -0.96
33 C -3.026 0.708 -0.141  0.72
34 N -1.807 1.252 -0.316  0.76
35 C -1.700 2.574 -0.450  -0.01
36 C -3.057 -0.755 -0.142  1.23
37 C -4.234 -1.486 0.014  -1.20
38 C -4.192 -2.869 0.032  -0.54
39 C -2.958 -3.489 -0.094  -1.22
40 C -1.833 -2.702 -0.269  -0.29
41 N -1.867 -1.373 -0.314  0.28
42 H -2.638 4.492 -0.421  0.51
43 H -4.876 3.527 0.129  0.50
44 H -5.123 1.081 0.181  0.48
45 H -0.721 2.967 -0.689  0.48
46 H -5.181 -0.986 0.130  0.44
47 H -5.098 -3.447 0.143  0.49
48 H -2.864 -4.562 -0.047  0.49
49 H -0.854 -3.151 -0.358  0.75
50 O 0.932 -2.430 -0.196  -0.90
51 S 2.400 -2.647 0.159  0.42
52 C 2.380 -4.399 0.741  -0.68
53 C 2.869 -4.387 2.178  -0.69
54 C 2.251 -3.144 2.807  -0.62
55 C 2.569 -1.999 1.860  0.08
56 H 2.996 -4.993 0.074  0.44
57 H 1.347 -4.732 0.675  0.24
58 H 3.958 -4.322 2.210  0.31
59 H 2.566 -5.296 2.697  0.38
60 H 2.651 -2.952 3.802  0.45
61 H 1.170 -3.272 2.885  0.23
62 H 3.600 -1.666 1.959  0.54
63 H 1.892 -1.149 1.943  -0.51
64 N 0.837 -2.073 -2.946  -0.09
65 C 0.438 -0.967 -3.566  0.84
66 S -0.076 0.396 -2.664  -0.45
67 N 0.448 -0.937 -4.897  -0.05
68 C 0.022 0.027 -5.835  0.74
69 C -0.898 1.034 -5.571  -0.14
70 C -1.243 1.922 -6.574  -0.87
71 C -0.694 1.811 -7.840  -0.51
72 C 0.195 0.783 -8.112  -0.65
73 C 0.549 -0.107 -7.119  -0.53
74 H 0.871 -2.125 -1.916  -0.09
75 H 1.132 -2.879 -3.476  0.25
76 H 0.874 -1.741 -5.350  0.23
77 H -1.356 1.120 -4.601  0.45
78 H -1.954 2.705 -6.363  0.39
79 H -0.968 2.509 -8.614  0.41
80 H 0.614 0.670 -9.098  0.40
81 H 1.241 -0.910 -7.330  0.34

## Properties
- Relative energy (zero: lowest compared OMol25 entry of this formula, charge and spin): 2.242 eV
- Spin multiplicity: 2
- Charge: +2
- HOMO-LUMO gap (alpha / beta): 5.730 / 5.583 eV
- Energy: -75717.9706 eV

=====

C10H20BiClSr | wB97M-V/def2-TZVPD

Last column: Mulliken charge in e.
Element x y z (Å)
1 Bi 0.319 -0.449 0.306  0.87
2 Cl 2.184 -2.206 0.294  -0.73
3 C 1.741 1.010 1.171  -1.22
4 H 1.265 1.503 2.017  0.29
5 H 1.946 1.745 0.394  0.33
6 H 2.665 0.525 1.477  0.33
7 Sr 0.724 -0.318 -3.481  1.26
8 C -0.991 -2.126 -4.110  -1.36
9 C 2.913 0.702 -4.415  -1.49
10 C -0.448 0.995 -1.774  -1.50
11 H 2.821 1.796 -4.358  0.23
12 H 3.782 0.361 -3.838  0.24
13 H 2.999 0.390 -5.463  0.26
14 H -2.041 -1.715 -4.027  0.18
15 H -0.813 -2.409 -5.192  0.24
16 H -0.912 -3.050 -3.467  0.21
17 H -0.268 1.978 -1.256  0.30
18 H -1.554 0.951 -1.436  0.23
19 C -1.963 -1.422 5.139  -1.67
20 C -1.959 0.026 4.655  2.32
21 C -3.363 0.621 4.863  -1.53
22 C -0.989 0.843 5.505  -1.64
23 C -1.584 0.067 3.229  -0.02
24 C -1.123 -0.096 2.065  -1.56
25 H -2.241 -1.502 6.198  0.37
26 H -0.976 -1.864 5.024  0.40
27 H -2.674 -2.017 4.565  0.40
28 H -3.655 0.592 5.930  0.33
29 H -3.391 1.667 4.540  0.39
30 H -4.114 0.059 4.295  0.38
31 H 0.028 0.456 5.418  0.39
32 H -0.987 1.892 5.201  0.39
33 H -1.262 0.810 6.573  0.37

## Properties
- Charge: -2
- HOMO-LUMO gap (alpha / beta): 4.095 / 4.095 eV
- Energy: -29885.9253 eV

=====

C25H58BaN2O2Si3 | wB97M-V/def2-TZVPD

Last column: Mulliken charge in e.
Element x y z (Å)
1 O 3.879 -0.348 -0.286  0.00
2 O 4.439 -2.254 1.032  0.22
3 C 4.365 -0.739 -1.618  -0.32
4 C 4.325 0.420 -2.561  -1.29
5 H 3.743 -1.572 -1.967  0.27
6 H 5.374 -1.148 -1.493  0.35
7 H 3.312 0.815 -2.704  0.06
8 H 4.673 0.074 -3.542  0.44
9 H 4.985 1.246 -2.269  0.31
10 C 4.832 0.522 0.464  0.38
11 C 6.282 0.163 0.438  -1.58
12 H 4.433 0.563 1.489  0.11
13 H 4.678 1.500 0.003  0.46
14 H 6.503 -0.860 0.762  0.10
15 H 6.815 0.831 1.139  0.46
16 H 6.751 0.327 -0.542  0.36
17 C 4.083 -2.173 2.470  -0.02
18 C 4.774 -3.515 0.347  0.11
19 C 5.295 -1.836 3.263  -1.15
20 H 3.624 -3.129 2.722  0.43
21 H 3.324 -1.385 2.543  -0.02
22 H 6.101 -2.568 3.155  0.27
23 H 5.010 -1.809 4.314  0.46
24 H 5.693 -0.845 3.009  0.22
25 C 6.112 -3.980 0.805  -1.37
26 H 4.758 -3.280 -0.723  0.26
27 H 3.966 -4.211 0.566  0.15
28 H 6.885 -3.208 0.712  0.27
29 H 6.407 -4.820 0.177  0.43
30 H 6.085 -4.337 1.837  0.34
31 H 3.905 -1.504 0.408  0.20
32 Ba -0.225 0.074 0.255  1.52
33 C 0.979 -2.061 -0.461  -0.09
34 Si 0.188 -3.584 -0.667  -0.38
35 H 0.984 -1.232 -1.306  0.10
36 H 1.206 -1.579 0.589  0.11
37 C 1.237 -4.417 -1.972  -1.00
38 C -1.552 -3.765 -1.341  -1.02
39 C 0.209 -4.573 0.921  -0.96
40 C 1.237 1.953 -0.205  -1.43
41 Si 1.387 2.848 1.289  0.10
42 H 0.145 2.103 -0.618  0.68
43 H 1.856 2.177 -1.099  0.07
44 C 2.936 3.866 1.185  -1.03
45 C 1.469 1.766 2.829  -0.94
46 C -0.040 4.047 1.467  -0.76
47 H 1.135 -4.405 1.495  0.11
48 H 0.137 -5.651 0.705  0.34
49 H -0.641 -4.304 1.567  0.27
50 H 1.393 -3.744 -2.829  0.25
51 H 0.742 -5.324 -2.336  0.35
52 H 2.223 -4.704 -1.579  0.18
53 H -1.789 -3.041 -2.140  0.25
54 H -2.308 -3.670 -0.544  0.22
55 H -1.675 -4.776 -1.774  0.36
56 H 2.491 1.755 3.247  0.28
57 H 1.197 0.717 2.608  0.16
58 H 0.790 2.132 3.617  0.38
59 H 0.096 4.686 2.354  0.33
60 H -1.009 3.530 1.567  -0.10
61 H -0.094 4.706 0.583  0.26
62 H 2.903 4.690 1.909  0.36
63 H 3.036 4.302 0.179  0.28
64 H 3.835 3.271 1.395  0.22
65 C 0.513 0.443 -3.923  -0.88
66 C -0.893 0.656 -3.375  0.07
67 C -1.932 1.020 -4.221  -0.74
68 C -3.206 1.233 -3.641  -0.62
69 C -3.409 1.084 -2.283  -0.19
70 C -2.354 0.707 -1.394  1.08
71 N -1.142 0.513 -2.071  -0.16
72 N -2.499 0.566 -0.123  -0.20
73 Si -3.800 0.586 1.136  -0.04
74 C -4.498 2.316 1.232  -0.95
75 C -5.125 -0.605 0.578  -0.97
76 C -3.237 0.071 2.860  -0.97
77 H 1.215 1.163 -3.465  0.07
78 H 0.870 -0.583 -3.727  0.07
79 H 0.541 0.605 -5.014  0.42
80 H -1.769 1.145 -5.265  0.47
81 H -4.017 1.525 -4.308  0.37
82 H -4.419 1.267 -1.861  0.16
83 H -4.834 2.633 0.237  0.28
84 H -5.353 2.344 1.923  0.35
85 H -3.727 3.009 1.589  0.26
86 H -4.716 -1.622 0.537  0.26
87 H -5.974 -0.588 1.275  0.35
88 H -5.480 -0.324 -0.419  0.28
89 H -2.838 -0.950 2.827  0.23
90 H -2.463 0.757 3.226  0.24
91 H -4.093 0.093 3.558  0.35

## Properties
- Relative energy (zero: lowest compared OMol25 entry of this formula, charge and spin): 6.372 eV
- HOMO-LUMO gap: 5.874 eV
- Energy: -58264.0680 eV